1.
DFT (ωB97M-V/def2-TZVPD) results for a structure of composition C35H43BFN6O9STl at a distorted geometry.

ORCA input file:
```
! wB97M-V def2-TZVPD RIJCOSX def2/J DEFGRID3
* xyz 2 1
Tl -0.270 -0.181 -0.044
S -3.735 6.794 -0.850
F 6.326 0.739 -2.172
O 2.059 -0.157 -0.058
O -4.636 5.971 -0.084
O 0.030 -0.184 2.042
O -3.201 7.964 -0.227
O 0.697 6.496 -1.013
O 0.856 0.063 4.072
O -3.224 -1.168 0.498
O 2.495 5.330 -0.792
O -3.208 0.357 -1.173
N -0.754 4.349 0.106
N 8.306 0.942 -0.108
N 1.295 5.480 -0.746
N 4.720 0.112 3.042
N 11.044 1.140 -0.840
N -0.073 2.256 0.054
C -2.308 5.678 -1.211
C 3.406 0.012 3.280
C 2.799 -0.014 0.953
C 2.424 -0.043 2.325
C -3.480 7.958 -3.304
C 6.507 0.518 1.448
C 5.418 -0.944 5.220
C 10.054 2.155 -1.282
C 0.540 4.341 -0.360
C 5.160 0.283 1.751
C -6.842 -0.419 0.518
C 4.651 0.408 -0.606
C -4.519 0.198 -0.736
C -5.691 -1.041 0.971
C -8.979 1.652 0.134
C 8.687 1.492 -1.395
C 6.603 -1.033 4.311
C 9.265 -0.046 0.352
C 5.973 0.624 -0.874
C -4.524 -0.734 0.302
C -6.863 0.490 -0.549
C -4.467 7.184 -2.466
C -1.664 5.466 0.148
C 4.214 0.229 0.709
C 5.625 0.099 4.163
C -1.077 3.074 0.369
C -5.663 0.830 -1.171
C -8.969 -0.165 -1.618
C 0.998 -0.064 2.878
C -8.040 2.092 -2.126
C -8.199 1.031 -1.033
C 6.948 0.690 0.142
C 0.947 3.028 -0.379
C 10.642 0.598 0.482
C -2.348 2.645 0.984
B -2.494 -0.493 -0.403
H 1.896 2.634 -0.684
H -2.728 4.758 -1.610
H 7.579 -0.809 4.715
H -2.610 7.357 -3.549
H -1.134 6.375 0.435
H -2.241 1.620 1.332
H 7.962 2.252 -1.689
H -7.530 1.686 -2.996
H -4.756 6.231 -2.898
H -3.155 8.841 -2.761
H 8.957 -0.437 1.321
H -8.398 -0.614 -2.429
H -5.356 7.765 -2.239
H 11.374 -0.134 0.822
H -9.024 2.426 -2.447
H 10.021 2.958 -0.545
H -3.177 2.711 0.283
H 6.602 -1.805 3.556
H 10.343 2.565 -2.249
H -7.497 2.958 -1.755
H 7.219 0.579 2.254
H -9.179 0.931 0.921
H 11.048 0.371 -1.526
H -8.423 2.483 0.563
H -9.929 0.160 -2.012
H -2.449 5.264 0.880
H -2.591 3.284 1.832
H 11.988 1.540 -0.805
H 8.720 0.724 -2.183
H 3.091 -0.032 4.314
H -1.625 6.150 -1.910
H -3.940 8.273 -4.235
H 10.600 1.423 1.195
H 4.623 -1.658 5.071
H -7.765 -0.648 1.027
H -9.147 -0.926 -0.863
H -5.703 -1.723 1.804
H 5.566 -0.668 6.251
H -9.934 2.027 -0.222
H -5.600 1.565 -1.953
H 3.945 0.352 -1.421
H 5.933 1.093 4.470
H 9.326 -0.896 -0.350
*
```

## Properties
- HOMO energy (eV) = -12.448
- energy above the lowest of the compared OMol25 structures with the same formula, charge and spin (eV) = 0.6292

=====

2.
DFT (ωB97M-V/def2-TZVPD) results for a cluster of 3 separate species, C16H38Br2F3O8P2S in total.

ORCA input file:
```
! wB97M-V def2-TZVPD RIJCOSX def2/J DEFGRID3
* xyz -1 1
Br -3.708 0.279 -5.630
Br -3.546 1.805 -1.259
S 3.123 -0.278 -3.419
P -0.039 0.002 -5.118
P 1.181 -0.074 -3.071
F -5.018 1.404 -3.638
F -4.462 -0.662 -3.244
F -2.142 -0.143 -2.452
O -2.502 4.682 5.846
O 3.864 -5.928 1.706
O -3.502 2.690 2.968
O 0.978 1.176 -2.037
O -2.047 5.371 2.882
O 4.901 -3.417 -0.741
O 0.646 -1.285 -2.104
O 2.534 -5.344 -1.013
C -2.344 3.019 2.218
C -2.751 5.903 5.176
C -0.860 1.706 -4.685
C -3.134 5.674 3.732
C -1.515 4.055 2.937
C 3.298 -6.215 2.958
C 3.467 -6.839 0.699
C -4.014 0.505 -3.745
C 3.579 -6.231 -0.681
C 5.831 -3.045 -1.732
C 2.580 -4.033 -0.457
C -1.667 4.833 6.967
C -4.561 2.212 2.170
C 3.564 -3.106 -1.123
C -1.827 1.994 -3.508
C -2.773 0.962 -2.917
H 3.329 -2.077 -0.834
H 2.202 -6.233 2.906
H 3.457 -3.170 -2.211
H 2.429 -7.158 0.862
H -1.129 -0.760 -4.525
H -0.709 5.291 6.692
H 3.483 -7.055 -1.395
H 0.720 -2.083 -2.649
H -1.321 2.045 -5.625
H -4.823 2.928 1.383
H -4.320 1.248 1.709
H 1.117 0.739 -5.604
H 5.601 -3.521 -2.693
H 6.814 -3.378 -1.398
H 3.604 -5.427 3.643
H -1.730 2.121 2.072
H 3.645 -7.180 3.350
H -2.623 3.401 1.230
H -0.559 4.120 2.413
H 4.112 -7.730 0.743
H -3.576 6.431 5.678
H -1.861 6.545 5.211
H -2.139 5.448 7.745
H -1.320 3.747 3.967
H 2.749 -4.070 0.622
H -5.419 2.085 2.829
H 0.698 -1.253 -5.333
H -2.479 2.848 -3.760
H -3.925 4.924 3.661
H 1.585 -3.620 -0.629
H -1.480 3.840 7.370
H 4.561 -5.772 -0.819
H -3.526 6.622 3.355
H -0.660 -0.073 -6.436
H 5.849 -1.960 -1.884
H 1.741 1.756 -2.159
H -1.227 2.333 -2.654
H -0.003 2.377 -4.519
*
```

## Properties
- HOMO energy (eV) = -4.389

=====

3.
DFT (ωB97M-V/def2-TZVPD) results for a cluster of 2 separate species, C3H8OS in total at a distorted geometry.

ORCA input file:
```
! wB97M-V def2-TZVPD RIJCOSX def2/J DEFGRID3
* xyz 0 1
S 1.903 0.905 -1.385
O -2.213 -0.266 1.264
C 1.136 -0.428 -0.655
C -0.306 -0.523 -0.604
C -1.016 0.208 0.675
H -0.743 -0.009 -1.506
H -0.810 -1.495 -0.645
H 1.621 -1.462 -1.080
H 3.017 1.788 -0.214
H 1.312 -0.719 0.435
H -1.155 1.346 0.435
H -0.331 -0.025 1.472
H -2.415 0.680 1.808
*
```

## Properties
- HOMO energy (eV) = -9.089
- energy above the lowest of the compared OMol25 structures with the same formula, charge and spin (eV) = 4.0536

=====

Record-wise E_tot values, in a.u.: -3060.0748; -7762.7782; -592.3691
Record-wise frontier orbital gap values, in eV: 7.49; 6.75; 8.71
Record-wise LUMO level values, in eV: -4.96; 2.37; -0.38